Here is a molecular structure, C25H30IN5OS2Ti from OMol25. Energies are from ωB97M-V/def2-TZVPD.

```
65
C25H30IN5OS2Ti ωB97M-V/def2-TZVPD
Ti -1.015 0.120 -1.285
C 0.791 -0.800 2.847
C -0.172 -0.525 1.721
N 0.245 -0.172 0.546
N 1.624 0.025 0.467
C 2.044 0.485 -0.655
S 1.150 0.826 -2.093
S 3.739 0.965 -0.744
C 4.031 1.485 0.972
C 3.061 2.538 1.443
C 2.352 2.353 2.623
C 1.442 3.306 3.064
C 1.231 4.458 2.321
C 1.939 4.653 1.142
C 2.847 3.701 0.707
C -1.607 -0.677 2.037
C -2.012 -0.735 3.379
C -3.336 -0.884 3.739
C -4.304 -0.999 2.745
C -3.941 -0.950 1.417
C -2.604 -0.778 1.050
O -2.305 -0.725 -0.239
H 1.804 -0.881 2.475
H 0.502 -1.721 3.353
H 0.750 0.006 3.581
H 5.052 1.874 0.946
H 4.015 0.621 1.632
H 2.516 1.451 3.198
H 0.900 3.146 3.988
H 0.523 5.204 2.661
H 1.781 5.550 0.557
H 3.379 3.846 -0.225
H -1.275 -0.650 4.164
H -3.612 -0.914 4.784
H -5.346 -1.127 3.013
H -4.672 -1.035 0.624
I -1.989 -0.470 -3.809
C -1.762 1.963 -1.716
C -2.418 3.052 -2.284
C -2.586 4.163 -1.479
C -2.124 4.168 -0.157
C -1.526 3.036 0.350
N -1.409 1.979 -0.456
H -2.751 3.025 -3.312
H -3.080 5.045 -1.869
H -2.241 5.044 0.466
H -1.155 2.956 1.364
C -0.448 -4.227 -3.584
C 0.827 -3.787 -2.859
C 2.011 -3.856 -3.818
C 1.086 -4.680 -1.649
N 0.790 -2.383 -2.408
N -0.294 -2.050 -1.550
H -0.331 -5.245 -3.958
H -0.664 -3.567 -4.426
H -1.322 -4.229 -2.928
H 2.142 -4.873 -4.189
H 2.926 -3.541 -3.315
H 1.849 -3.201 -4.678
H 1.233 -5.712 -1.967
H 0.242 -4.673 -0.955
H 1.979 -4.346 -1.118
H 0.718 -1.759 -3.206
H -0.057 -2.364 -0.615
H -1.162 -2.510 -1.828
```

Output
LUMO level (Ha): -0.017
Energy above the lowest of the compared OMol25 structures with the same formula, charge and spin (eV): 0.000
Kohn-Sham gap (Ha): 0.277
F_max (eV/A): 0.693
Total charge: 0